Entry 1:
{
  "formula": "C4H10N2O",
  "method": "ωB97M-V/def2-TZVPD",
  "spin_multiplicity": 1,
  "lumo_energy_ev": 0.87,
  "smiles": "[NH3+][O-].CCCC#N",
  "max_force_ha_per_bohr": 0.08097,
  "e_tot_ev": -9334.0052,
  "species": ["C", "C", "C", "C", "N", "N", "O", "H", "H", "H", "H", "H", "H", "H", "H", "H", "H"],
  "coordinates": [[0.998, -0.609, 0.183], [-1.768, -0.105, -0.328], [0.551, -0.659, -1.230], [-0.949, -0.929, -1.317], [1.275, -1.000, 1.237], [1.335, 1.416, 1.807], [1.186, 1.515, 0.379], [-1.370, 0.153, 0.640], [-2.678, -0.591, 0.015], [-1.968, 0.975, -0.506], [0.649, 0.377, -1.631], [1.084, -1.414, -1.885], [-1.281, -0.920, -2.433], [-1.072, -2.038, -1.137], [1.564, 0.353, 1.847], [2.077, 1.938, 2.180], [0.366, 1.540, 2.178]]
}

Entry 2:
{
  "formula": "C8H23IN2O4V",
  "method": "ωB97M-V/def2-TZVPD",
  "charge": 1,
  "spin_multiplicity": 3,
  "lumo_energy_ev": [-2.68, -7.51],
  "max_force_ha_per_bohr": 0.10560,
  "e_tot_ev": -53620.0443,
  "species": ["O", "V", "I", "O", "H", "C", "C", "C", "O", "C", "N", "H", "H", "H", "H", "H", "H", "H", "H", "H", "H", "H", "C", "C", "C", "O", "C", "N", "H", "H", "H", "H", "H", "H", "H", "H", "H", "H", "H"],
  "coordinates": [[-11.048, -14.267, -6.533], [-12.481, -14.144, -6.975], [-12.546, -16.667, -8.352], [-13.018, -12.368, -6.007], [-13.477, -11.852, -6.699], [-10.761, -12.030, -10.614], [-10.848, -12.494, -9.176], [-10.449, -11.249, -8.379], [-10.013, -11.560, -7.062], [-8.697, -12.040, -7.013], [-12.225, -13.005, -9.023], [-9.777, -11.639, -10.872], [-11.420, -11.164, -10.691], [-11.029, -12.786, -11.352], [-10.253, -13.342, -8.835], [-11.199, -10.458, -8.351], [-9.648, -10.653, -8.817], [-8.107, -11.124, -7.040], [-8.272, -12.450, -7.929], [-8.568, -12.555, -6.061], [-12.490, -13.426, -9.902], [-12.713, -12.144, -9.221], [-15.154, -16.087, -3.840], [-14.458, -15.662, -5.219], [-15.393, -14.724, -6.076], [-14.668, -14.245, -7.247], [-15.623, -13.832, -8.284], [-13.186, -15.040, -4.934], [-14.669, -16.916, -3.324], [-16.081, -16.577, -4.136], [-15.400, -15.275, -3.155], [-14.244, -16.604, -5.726], [-15.756, -13.813, -5.602], [-16.256, -15.340, -6.329], [-16.063, -14.720, -8.739], [-15.086, -13.322, -9.084], [-16.506, -13.275, -7.969], [-13.191, -14.485, -4.089], [-12.583, -15.818, -4.707]]
}

Entry 3:
{
  "formula": "CH3O3P",
  "method": "ωB97M-V/def2-TZVPD",
  "spin_multiplicity": 1,
  "lumo_energy_ev": 0.10,
  "smiles": "O=POCO",
  "max_force_ha_per_bohr": 0.06268,
  "e_tot_ev": -16516.8987,
  "species": ["C", "O", "O", "O", "P", "H", "H", "H"],
  "coordinates": [[-0.341, -0.122, -0.295], [-2.427, 2.371, -2.254], [0.990, 0.096, -0.349], [-1.017, 1.228, -0.685], [-1.879, 1.051, -2.044], [-0.655, -0.369, 0.770], [-0.423, -0.839, -1.102], [1.412, 0.389, 0.467]]
}

Entry 4:
{
  "formula": "H12O6",
  "method": "ωB97M-V/def2-TZVPD",
  "spin_multiplicity": 1,
  "lumo_energy_ev": 0.20,
  "smiles": "O.O.O.O.O.O",
  "max_force_ha_per_bohr": 0.06214,
  "e_tot_ev": -12480.0613,
  "species": ["H", "H", "H", "H", "H", "H", "H", "H", "H", "H", "H", "H", "O", "O", "O", "O", "O", "O"],
  "coordinates": [[1.239, -1.179, -0.491], [2.062, -1.404, 1.078], [-1.518, 0.137, 0.558], [-0.934, 1.341, 1.116], [-0.268, -1.287, -1.383], [0.224, 0.117, -1.804], [-0.130, 1.932, -0.927], [-1.332, 1.227, -1.424], [-1.538, -2.565, 1.279], [-0.154, -1.575, 1.101], [1.306, 0.699, 0.538], [1.554, 2.015, 1.338], [1.439, -0.992, 0.482], [-1.771, 1.077, 0.666], [0.466, -0.908, -1.875], [-0.521, 1.616, -1.763], [-1.027, -1.834, 0.761], [0.905, 1.580, 0.750]]
}

Entry 5:
{
  "formula": "C3H3ClFN3O3S",
  "method": "ωB97M-V/def2-TZVPD",
  "spin_multiplicity": 1,
  "lumo_energy_ev": -0.58,
  "smiles": "COC1=NN=[S@@](=O)(Cl)OC(F)=N1",
  "max_force_ha_per_bohr": 0.07513,
  "e_tot_ev": -39842.7363,
  "species": ["C", "C", "C", "N", "N", "N", "O", "O", "O", "F", "S", "Cl", "H", "H", "H"],
  "coordinates": [[-0.167, -0.046, 0.938], [-0.517, -0.577, -1.272], [1.311, -1.571, 1.604], [-0.284, -0.887, -0.120], [-0.793, 1.004, 1.110], [-1.539, 1.551, 0.074], [-0.308, 0.536, -2.018], [-1.946, 2.613, -2.073], [0.490, -0.511, 1.975], [-0.823, -1.538, -2.169], [-0.963, 1.927, -1.295], [0.648, 3.073, -1.488], [2.328, -1.251, 1.200], [0.888, -2.363, 0.988], [1.672, -1.958, 2.544]]
}

Entry 6:
{
  "formula": "C52H43BCeClN9O4",
  "method": "ωB97M-V/def2-TZVPD",
  "spin_multiplicity": 1,
  "lumo_energy_ev": -0.72,
  "max_force_ha_per_bohr": 0.06887,
  "e_tot_ev": -102354.2164,
  "species": ["Ce", "C", "C", "N", "N", "C", "B", "N", "C", "C", "C", "N", "N", "C", "C", "C", "N", "N", "C", "C", "C", "N", "H", "H", "H", "H", "H", "H", "H", "H", "H", "H", "H", "H", "O", "C", "C", "C", "C", "C", "C", "C", "C", "C", "O", "C", "C", "C", "C", "C", "C", "C", "C", "C", "C", "C", "C", "N", "C", "C", "C", "C", "C", "C", "C", "C", "C", "C", "C", "C", "H", "H", "H", "H", "H", "H", "H", "H", "H", "H", "H", "H", "H", "H", "H", "H", "H", "H", "H", "H", "H", "H", "H", "H", "H", "H", "H", "Cl", "C", "C", "C", "C", "O", "C", "C", "O", "C", "H", "H", "H", "H"],
  "coordinates": [[0.099, -0.076, 0.361], [-0.679, -4.347, 1.523], [-0.775, -2.931, 1.461], [0.194, -2.442, 0.686], [0.951, -3.497, 0.256], [0.455, -4.576, 0.825], [2.353, -3.283, -0.401], [2.219, -3.112, -1.895], [2.613, -2.087, -2.652], [2.090, -2.218, -3.872], [1.318, -3.424, -3.834], [1.370, -3.945, -2.606], [3.122, -2.080, 0.125], [4.427, -2.092, 0.302], [4.809, -0.783, 0.596], [3.627, -0.069, 0.669], [2.602, -0.847, 0.283], [3.184, -4.577, -0.092], [3.940, -5.377, -0.928], [4.726, -6.205, -0.096], [4.397, -5.833, 1.185], [3.488, -4.876, 1.203], [-1.361, -4.997, 2.016], [-1.518, -2.209, 1.836], [0.976, -5.459, 0.500], [3.262, -1.274, -2.309], [2.195, -1.596, -4.764], [0.698, -3.953, -4.583], [5.027, -2.938, 0.120], [5.821, -0.427, 0.747], [3.415, 0.933, 0.972], [3.904, -5.182, -1.981], [5.532, -6.861, -0.399], [4.603, -6.222, 2.186], [-0.611, -0.221, -1.514], [-1.101, 0.415, -2.709], [-2.400, 1.057, -2.128], [-2.475, 2.106, -0.998], [-3.289, 3.202, -1.200], [-3.456, 4.094, -0.186], [-2.756, 3.888, 0.999], [-1.996, 2.758, 1.126], [-1.490, 2.426, 2.473], [-1.870, 0.968, 2.836], [-1.127, 0.071, 2.007], [-1.364, 0.710, 4.329], [-0.380, 1.484, 4.877], [0.223, 1.225, 6.152], [-0.143, 0.040, 6.774], [-1.107, -0.772, 6.176], [-1.768, -0.445, 4.989], [-3.368, 0.702, 2.719], [-3.855, 0.012, 1.595], [-5.231, -0.209, 1.444], [-6.161, 0.335, 2.298], [-5.702, 0.963, 3.469], [-4.336, 1.188, 3.591], [-1.899, 1.814, 0.170], [-1.543, -0.593, -3.771], [-1.743, -1.869, -3.409], [-2.231, -2.794, -4.341], [-2.678, -2.394, -5.566], [-2.352, -1.084, -5.999], [-1.800, -0.195, -5.113], [-0.019, 1.340, -3.359], [0.018, 2.713, -3.067], [0.854, 3.542, -3.770], [1.761, 3.055, -4.749], [1.795, 1.718, -4.958], [0.912, 0.865, -4.240], [-2.896, 0.179, -1.655], [-3.078, 1.386, -2.932], [-3.769, 3.289, -2.109], [-4.131, 4.932, -0.342], [-2.836, 4.603, 1.822], [-1.732, 3.125, 3.207], [-0.408, 2.394, 2.479], [-0.076, 2.487, 4.417], [0.895, 1.968, 6.633], [0.338, -0.199, 7.714], [-1.310, -1.682, 6.739], [-2.456, -1.118, 4.527], [-3.199, -0.463, 0.873], [-5.624, -0.800, 0.603], [-7.210, 0.005, 2.169], [-6.366, 1.378, 4.185], [-4.038, 1.761, 4.476], [-1.498, -2.174, -2.386], [-2.168, -3.841, -4.004], [-3.153, -3.034, -6.233], [-2.437, -0.783, -7.049], [-1.677, 0.821, -5.427], [-0.758, 3.143, -2.361], [0.667, 4.612, -3.720], [2.207, 3.760, -5.397], [2.290, 1.281, -5.739], [1.002, -0.196, -4.425], [4.195, 6.380, 2.353], [3.296, 4.988, 1.654], [2.834, 5.097, 0.320], [2.114, 4.062, -0.235], [1.716, 2.896, 0.465], [1.184, 1.871, -0.142], [2.221, 2.826, 1.811], [2.061, 1.678, 2.734], [1.467, 0.685, 2.489], [3.024, 3.848, 2.402], [3.293, 5.922, -0.289], [1.769, 4.059, -1.195], [2.559, 1.806, 3.701], [3.287, 3.795, 3.482]]
}

Entry 7:
{
  "formula": "C4H10O2",
  "method": "ωB97M-V/def2-TZVPD",
  "spin_multiplicity": 1,
  "lumo_energy_ev": 0.81,
  "smiles": "CC(C)(O)CO",
  "max_force_ha_per_bohr": 0.04165,
  "e_tot_ev": -8404.8540,
  "species": ["C", "C", "C", "C", "H", "H", "H", "H", "H", "H", "H", "H", "H", "H", "O", "O"],
  "coordinates": [[0.493, -1.042, 0.960], [0.363, -0.051, -0.158], [0.498, 1.416, 0.289], [-0.968, -0.248, -0.901], [-0.462, -1.040, 1.555], [1.307, -0.761, 1.667], [0.688, -2.051, 0.599], [1.367, 1.560, 0.962], [0.551, 2.063, -0.604], [-0.383, 1.716, 0.912], [1.446, -1.168, -1.384], [-1.037, 0.464, -1.732], [-1.056, -1.260, -1.278], [-2.145, 0.792, 0.218], [1.411, -0.250, -1.068], [-2.073, -0.140, -0.039]]
}

Entry 8:
{
  "formula": "C17H14BrClHfO2",
  "method": "ωB97M-V/def2-TZVPD",
  "spin_multiplicity": 1,
  "lumo_energy_ev": -0.28,
  "max_force_ha_per_bohr": 0.12257,
  "e_tot_ev": -105824.7133,
  "species": ["C", "C", "C", "H", "C", "C", "H", "H", "H", "H", "Hf", "Cl", "C", "C", "C", "H", "C", "C", "H", "H", "H", "H", "Br", "C", "C", "C", "C", "C", "C", "C", "O", "O", "H", "H", "H", "H"],
  "coordinates": [[2.152, -1.251, -2.189], [1.281, -1.255, -3.348], [0.129, -2.033, -3.036], [1.503, -0.801, -4.311], [0.231, -2.498, -1.694], [1.485, -2.038, -1.157], [1.927, -2.361, -0.224], [3.162, -0.862, -2.130], [-0.655, -2.309, -3.737], [-0.476, -3.145, -1.171], [0.428, -0.006, -1.455], [1.404, 1.939, -2.160], [-2.286, 1.204, -1.373], [-2.715, -0.144, -1.152], [-2.646, -0.836, -2.390], [-3.047, -0.553, -0.195], [-2.169, 0.067, -3.381], [-1.952, 1.334, -2.764], [-1.626, 2.252, -3.255], [-2.280, 2.007, -0.632], [-2.902, -1.886, -2.539], [-1.980, -0.162, -4.429], [-2.085, 0.573, 2.442], [-0.415, 0.912, 3.292], [-0.442, 1.398, 4.602], [0.745, 1.665, 5.291], [1.979, 1.450, 4.677], [2.025, 0.950, 3.381], [0.846, 0.663, 2.689], [1.048, 0.049, 1.355], [2.133, -0.456, 1.041], [0.028, 0.133, 0.498], [-1.401, 1.573, 5.082], [0.697, 2.044, 6.307], [2.914, 1.656, 5.188], [2.961, 0.726, 2.877]]
}